[1]
5 unconnected molecules or ions with the total composition C9H24BF10N3O3P, computed with wB97M-V/def2-TZVPD.

ΔE to the lowest compared entry with this formula, charge and spin: 801.9 kJ/mol
Frontier orbital gap: 7.380 eV
Total charge: +1
Strongest force on any atom: 6.40 eV Å⁻¹
Lowest unoccupied orbital energy: -3.6480 eV

Geometry as XYZ:
```
51
Properties=species:S:1:pos:R:3:forces:R:3
C 6.176079 0.936674 -0.716863 -1.76 -0.42 0.27
C 5.958835 2.368792 -0.361265 5.56 1.37 -0.53
O 6.942733 3.112587 -0.248319 -4.48 -1.36 0.14
N 4.543527 2.858777 -0.269619 0.17 2.06 -0.51
H 4.357067 2.983131 -1.254439 -0.28 0.46 -0.78
H 3.858177 2.149863 -0.050919 -0.03 -0.68 0.82
C 4.223864 4.189963 0.501109 -0.11 -1.40 0.75
H 6.350009 0.511429 0.271584 0.33 -0.58 -0.03
H 6.951122 0.688418 -1.441963 0.29 0.69 0.45
H 5.268525 0.468305 -1.097757 -0.19 -0.09 0.13
H 4.134135 5.141387 -0.023155 0.45 -0.65 -0.83
H 4.997450 4.258907 1.265908 -0.26 0.03 0.02
H 3.243976 3.945405 0.911112 0.22 0.30 0.38
C -0.477993 -6.618582 0.555851 1.53 -0.84 -1.90
C -1.586673 -7.012716 -0.355956 0.41 -4.84 -2.08
O -1.509961 -7.976010 -1.173119 -1.33 5.17 3.53
N -2.898248 -6.214868 -0.164479 1.54 -0.76 -1.84
H -3.363813 -6.700480 0.588855 -0.77 -0.25 0.10
H -2.592811 -5.330534 0.216020 -0.04 0.59 0.17
C -3.675823 -5.997244 -1.492699 0.22 -0.54 1.34
H -0.074861 -5.679293 0.177311 -0.28 0.67 0.76
H 0.267421 -7.285726 0.122975 0.39 -0.20 0.32
H -0.397166 -6.827605 1.622560 -0.95 0.54 0.01
H -3.124474 -6.422326 -2.331402 0.39 0.30 0.31
H -3.753281 -4.910006 -1.496770 -0.68 -0.32 -0.63
H -4.565968 -6.619750 -1.402002 -0.29 0.75 -0.06
C -5.457350 4.136931 0.120396 -0.13 -0.10 -0.52
C -5.443392 4.436786 -1.354936 -4.03 -0.71 0.40
O -6.500706 4.534415 -1.968955 4.64 0.09 0.52
N -4.008776 4.684029 -1.912026 -2.55 1.00 -3.45
H -3.846095 5.606977 -1.535457 0.85 0.33 0.32
H -3.300177 4.009382 -1.661344 0.17 -0.36 0.56
C -4.013779 4.818821 -3.487680 1.68 -0.40 0.25
H -4.528605 3.691310 0.476727 -0.20 0.16 0.28
H -6.333489 3.510458 0.287774 0.31 -0.44 -0.09
H -5.777807 5.035064 0.648370 0.60 0.33 0.10
H -3.006762 5.105430 -3.790778 0.22 0.21 0.51
H -4.641424 5.588488 -3.936884 -0.62 -0.40 0.82
H -4.073033 3.824568 -3.930466 -0.84 0.07 0.31
P 3.905348 -0.854285 5.325355 -1.49 -0.62 -0.45
F 4.346064 -1.980565 4.167862 1.40 1.41 0.00
F 2.921597 -0.190873 4.194605 0.20 0.24 0.05
F 2.766506 -1.988185 5.601367 -0.34 0.74 1.36
F 3.201566 0.196292 6.456341 1.21 -1.46 -0.99
F 4.933839 -1.517842 6.379432 -0.70 0.51 -0.17
F 5.030685 0.266103 4.950140 -0.27 -0.68 -0.08
B -1.135291 -0.608572 -1.500998 3.20 0.23 0.57
F -2.175373 -0.374861 -2.267506 -2.92 0.17 -2.80
F 0.034765 -1.089187 -2.108229 0.33 -0.93 -1.41
F -0.711529 0.591732 -0.999377 0.35 2.76 1.37
F -1.438629 -1.450912 -0.506292 -1.09 -2.11 2.22
```
Forces are in eV/Å.

=====

[2]
A molecular structure, C9H24CeIO4P2S, computed with wB97M-V/def2-TZVPD.

Frontier orbital gap (alpha / beta): 6.740 / 6.718 eV
Total charge: +3
Strongest force on any atom: 7.49 eV Å⁻¹
Lowest unoccupied orbital energy (alpha / beta): -13.0232 / -13.0543 eV

Geometry as XYZ:
```
42
Properties=species:S:1:pos:R:3:forces:R:3
C 0.367229 0.002754 -4.718552 0.16 0.09 -0.61
I 1.299073 -0.626368 -2.783557 0.02 0.10 -1.99
H 1.289324 0.189784 -5.286503 -0.46 0.08 0.16
H -0.312352 0.873220 -4.635680 0.60 -0.58 0.40
H -0.129235 -0.913198 -5.047529 0.07 0.19 0.20
Ce 0.565667 0.002418 -0.088791 1.61 -0.37 3.61
P 0.292626 2.813183 -0.421535 -0.14 2.35 0.45
C -1.323801 3.625848 -0.674618 -0.25 -0.86 -0.17
C 0.892600 3.583750 1.135150 0.13 -0.82 0.31
H 0.927618 4.680016 1.044002 -0.07 -0.35 -0.18
H 1.416358 4.604002 -1.633698 -0.10 -0.15 0.12
H 1.899430 3.206848 1.364429 -0.15 0.24 0.01
H 2.445836 3.149786 -1.490795 -0.15 0.20 -0.04
H -2.008620 3.289129 0.113136 0.11 0.20 -0.06
H 0.230029 3.294892 1.962319 0.10 0.17 -0.22
C 1.424673 3.509823 -1.676224 0.15 -0.79 -0.30
H -1.223242 4.716173 -0.649589 0.16 -0.20 0.03
H 1.129454 3.178485 -2.677925 0.04 0.19 0.11
H -1.734569 3.310377 -1.638197 -0.04 0.20 0.04
P 0.364634 -2.904615 -0.029030 -0.03 -2.16 0.47
C -1.239058 -3.795701 -0.171735 -0.24 1.07 -0.21
C 1.485071 -3.743204 -1.214957 0.09 0.61 -0.28
H 1.989174 -2.964648 1.766585 -0.19 -0.33 0.09
H 1.114757 -4.538885 1.650217 -0.09 0.42 -0.18
H 0.319048 -3.083760 2.379297 0.20 -0.24 -0.18
C 1.010241 -3.442058 1.601939 0.06 0.85 0.14
H 2.493822 -3.319025 -1.121198 -0.09 -0.23 -0.01
H 1.529352 -4.820702 -1.014408 -0.10 0.24 0.09
H -1.124896 -4.872396 0.013257 0.23 0.32 -0.02
H -1.646690 -3.625062 -1.176500 0.01 -0.20 0.21
H 1.144414 -3.568062 -2.243481 0.04 -0.26 0.27
H -1.927352 -3.350117 0.559994 0.10 -0.27 -0.13
C -1.797126 0.274256 -0.256403 -7.16 0.20 -2.21
O -2.894527 0.265081 -0.626190 4.77 0.11 1.79
C -0.990801 0.094539 4.396876 -0.60 0.21 -0.45
S -1.139096 0.147083 2.612824 -0.04 -0.21 2.01
O -1.672277 -1.112329 2.109188 0.14 0.60 -0.53
O -1.764191 1.381577 2.192750 0.11 -0.48 -0.38
O 0.330737 0.195939 2.127505 1.06 -0.01 -2.09
H -1.941219 0.516576 4.707395 -0.17 0.02 0.31
H -0.178328 0.700772 4.793591 0.04 0.11 -0.41
H -0.913801 -0.926163 4.746648 0.05 -0.25 -0.17
```
Forces are in eV/Å.

=====

[3]
A molecular structure, C9H24Cl2EuN5OP2, computed with wB97M-V/def2-TZVPD.

ΔE to the lowest compared entry with this formula, charge and spin: 64.1 kJ/mol
Frontier orbital gap (alpha / beta): 7.128 / 8.362 eV
Total charge: +2
Strongest force on any atom: 2.49 eV Å⁻¹
Lowest unoccupied orbital energy (alpha / beta): -8.3442 / -6.3134 eV
Spin multiplicity: 7

Geometry as XYZ:
```
44
Properties=species:S:1:pos:R:3:forces:R:3
C -2.312436 -5.901756 -1.827044 -0.52 0.14 0.28
C -1.553217 -4.804526 -1.146168 -0.30 0.78 0.74
H -3.350486 -5.851288 -1.494981 0.07 -0.04 -0.04
H -1.897929 -6.882149 -1.562373 0.06 0.29 -0.14
H -2.276767 -5.770035 -2.915153 0.18 -0.07 0.26
O -1.962623 -3.972981 -0.364487 0.71 -1.09 -1.23
Cl 0.165616 -4.815594 -1.633165 -0.17 0.12 0.19
Eu -0.198852 -0.087240 0.050663 -0.16 -0.33 -0.02
P 0.902148 -1.235779 2.128164 0.46 -0.13 -0.07
C 0.185288 -0.532953 3.633757 0.11 -0.12 -0.01
C 0.460531 -2.988407 1.951925 0.06 0.23 0.10
H 0.940435 -3.459721 2.826871 -0.47 -0.47 -0.50
H 3.030913 -1.642088 2.984781 0.58 0.35 -0.38
H 0.835858 -3.357551 0.975029 0.03 0.10 0.70
H 3.092025 -1.394017 1.148068 -0.12 -0.01 0.71
H -0.921261 -0.635762 3.587629 0.72 -0.11 0.33
H -0.644115 -3.093980 1.926350 0.63 -0.12 0.33
C 2.707195 -1.036888 2.123890 -0.35 -0.03 0.09
H 0.646871 -1.138446 4.432774 -0.59 0.63 0.26
H 2.946995 0.040824 2.225582 -0.01 -0.69 0.19
H 0.437053 0.549804 3.691902 -0.02 -0.81 0.18
P -0.707370 1.006854 -2.284541 0.27 0.20 -0.41
C -1.893001 2.364447 -2.085038 0.06 -0.07 -0.14
C 0.797618 1.612619 -3.109013 -0.27 -0.07 0.13
H -0.717561 -1.175958 -3.315441 -0.42 0.59 -0.23
H -1.639397 0.133682 -4.251436 -0.22 -0.75 0.13
H -2.364404 -0.691241 -2.763918 0.38 0.28 -0.58
C -1.442893 -0.335967 -3.273107 0.10 0.28 0.16
H 1.527242 0.779191 -3.143785 -0.46 0.47 -0.25
H 0.449360 1.940089 -4.100332 0.70 0.09 0.14
H -2.099538 2.697826 -3.116919 -0.39 0.37 0.65
H -1.429647 3.155353 -1.454213 -0.33 -0.36 -0.64
H 1.234051 2.438014 -2.509543 -0.37 -0.32 -0.59
H -2.795547 1.981103 -1.559443 0.40 0.36 -0.60
Cl 1.444771 -1.503281 -1.307129 -0.31 0.52 0.34
N 1.225291 4.845403 2.655400 -0.53 -1.53 -0.60
N 1.386425 3.831552 1.759141 0.22 -0.89 -0.89
N 2.426439 3.817545 0.872638 -1.96 -1.39 0.65
C 2.171685 2.656688 0.217775 -0.75 1.08 1.34
N 1.066338 2.020162 0.660908 0.28 1.47 0.90
N 0.552802 2.794338 1.679859 1.69 0.79 -0.84
H 0.411604 4.763216 3.261174 0.54 0.25 -0.30
H 1.897973 5.586265 2.613269 0.08 0.15 0.02
H 2.779320 2.296894 -0.578209 0.40 -0.15 -0.33
```
Forces are in eV/Å.

=====

[4]
A molecular structure, C9H24Cl2O10P3Sn, computed with wB97M-V/def2-TZVPD.

ΔE to the lowest compared entry with this formula, charge and spin: 225.4 kJ/mol
Frontier orbital gap: 4.906 eV
Total charge: +3
Strongest force on any atom: 3.66 eV Å⁻¹
Lowest unoccupied orbital energy: -12.7998 eV

Geometry as XYZ:
```
49
Properties=species:S:1:pos:R:3:forces:R:3
Sn 1.752332 0.550884 0.588203 -1.04 -0.77 -0.24
C -1.671149 -0.939282 5.419249 -0.66 0.33 0.29
C -0.477904 -0.526548 4.710764 1.32 -0.45 2.49
O 0.280983 0.456884 5.073382 -0.57 -0.85 -0.31
P 0.409260 -1.687437 3.561513 1.73 -1.13 -1.73
O -0.533413 -2.878154 3.255369 0.14 0.09 0.75
O 1.393256 -2.202629 4.648984 -0.67 0.61 0.15
O 1.053675 -1.021756 2.397325 -0.35 -0.04 0.69
P -1.225612 0.711089 2.726953 -0.59 2.53 -2.58
O -2.089606 1.535966 3.704156 -0.36 -0.82 0.18
O -1.723201 -0.593753 2.355789 -0.44 -0.56 0.60
O -0.122860 1.454963 2.124024 0.24 0.11 0.04
H -1.461976 -1.870566 5.971033 0.30 -0.09 -0.05
H -2.468976 -1.228974 4.729297 0.05 -0.03 -0.06
H -2.048385 -0.201958 6.131039 0.10 0.03 -0.03
H 0.028116 0.925916 5.905438 -0.24 -0.01 -0.21
H -1.211064 -2.816169 2.574852 -0.17 0.10 -0.37
H 1.944365 -2.984124 4.519982 0.16 -0.35 -0.04
H -1.964016 2.491322 3.706491 0.12 0.64 0.05
Cl 5.609992 3.978829 1.829329 -0.08 -0.35 -0.51
C 5.457793 3.020609 0.361719 0.99 1.01 0.29
Cl 3.980758 1.978759 0.434696 0.16 -0.02 -0.08
H 6.313959 2.351854 0.260818 -0.30 0.01 0.02
H 5.336153 3.673244 -0.504728 -0.08 -0.21 0.19
C -1.925758 -2.372233 -4.169421 0.19 0.25 0.09
C -1.439863 -2.192605 -2.745288 -0.43 -0.90 -0.22
O -1.120907 -0.799025 -2.542873 0.42 0.50 0.76
P -0.301962 -0.156932 -1.340776 0.32 0.68 -1.24
O -0.756557 1.371891 -1.488540 0.37 -0.33 0.36
C -2.113146 1.820083 -1.722248 -0.61 0.37 -0.32
C -2.207480 2.560412 -3.045717 0.12 -0.21 0.29
O 1.247973 0.043302 -1.895792 -0.56 -0.53 1.23
C 1.587183 0.220148 -3.299909 0.49 0.26 -0.77
C 1.953964 -1.105496 -3.931472 -0.11 0.14 0.25
H -2.237035 -3.403092 -4.311764 -0.02 -0.10 -0.02
H -1.145297 -2.141427 -4.892121 0.07 -0.05 -0.01
H -2.772833 -1.721654 -4.380986 -0.06 -0.02 0.09
H -0.563976 -2.815683 -2.538355 -0.02 0.15 -0.03
H -2.240741 -2.473188 -2.054711 0.15 0.13 0.05
H -2.364660 2.480239 -0.887072 0.02 -0.11 -0.09
H -2.784263 0.958815 -1.726460 0.01 0.05 0.10
H -1.431781 3.319323 -3.114532 0.01 0.09 0.01
H -3.177786 3.048224 -3.111221 -0.05 0.03 -0.03
H -2.111178 1.875774 -3.885531 0.03 -0.04 -0.03
H 2.444879 0.900396 -3.308339 -0.25 -0.05 0.02
H 0.743088 0.695678 -3.804862 0.11 0.03 0.11
H 2.682791 -1.633718 -3.319116 0.07 -0.02 -0.02
H 2.397234 -0.926112 -4.907554 0.00 0.01 -0.09
H 1.075632 -1.732089 -4.061019 -0.03 -0.09 -0.04
```
Forces are in eV/Å.

=====

[5]
5 unconnected molecules or ions with the total composition C9H24F6N4O6P, computed with wB97M-V/def2-TZVPD.

Frontier orbital gap (alpha / beta): 7.011 / 4.153 eV
Total charge: +2
Strongest force on any atom: 5.28 eV Å⁻¹
Lowest unoccupied orbital energy (alpha / beta): -6.8829 / -9.7405 eV
Spin multiplicity: 2

Geometry as XYZ:
```
50
Properties=species:S:1:pos:R:3:forces:R:3
C -10.170900 -3.424810 -26.306510 -1.60 -0.77 1.27
C -11.218880 -2.660110 -25.465480 3.07 2.43 -3.21
O -11.141910 -1.467240 -25.408550 -1.52 -1.93 1.31
N -12.535050 -3.381060 -25.134960 -0.79 0.51 -0.22
H -12.568740 -4.387340 -25.214790 0.87 -0.35 0.01
H -12.655160 -3.159360 -24.156940 -0.68 0.25 0.54
C -13.706890 -2.937090 -26.012930 0.12 0.39 0.06
H -9.217190 -2.918200 -26.454410 -0.21 0.33 0.22
H -10.681750 -3.527560 -27.263890 0.15 -0.01 -0.31
H -10.072300 -4.420300 -25.873630 0.37 -0.23 -0.15
H -14.589170 -3.519590 -25.747630 0.13 0.12 0.19
H -13.442750 -3.154910 -27.047770 0.12 0.09 0.12
H -13.877430 -1.868300 -25.883710 0.09 -0.18 0.04
C -5.055060 -10.157710 -31.680580 -0.97 -0.09 0.43
C -5.589070 -10.611610 -30.302430 -2.06 -4.05 -2.69
O -6.296340 -11.619950 -30.171410 2.45 3.73 0.28
N -5.277390 -9.799520 -29.113010 -1.66 0.14 0.57
H -4.662410 -10.306340 -28.492500 0.46 -0.41 0.31
H -4.782390 -8.985160 -29.447510 0.09 0.81 0.25
C -6.566700 -9.503100 -28.340990 -0.08 0.42 1.34
H -3.974500 -10.065760 -31.790250 0.04 -0.41 0.26
H -5.452270 -9.212620 -32.050900 -0.16 0.51 0.71
H -5.530490 -10.836840 -32.388290 0.62 -0.43 0.11
H -7.339250 -8.971700 -28.896760 0.63 -0.10 -0.49
H -6.328070 -8.931970 -27.443790 0.43 0.45 -0.38
H -7.018070 -10.386910 -27.890180 0.47 -0.54 -0.84
C -12.298870 -9.220430 -22.997620 -0.28 -0.10 -1.17
C -11.108390 -9.725970 -23.766950 1.91 -1.76 4.07
O -10.398980 -10.600720 -23.310330 -1.19 1.98 -2.50
N -10.700730 -8.918720 -24.980550 -0.05 -0.14 -0.81
H -11.382900 -8.181770 -25.088400 -0.38 0.22 -0.13
H -9.825690 -8.431550 -24.849910 0.64 0.07 0.56
C -10.584650 -9.668810 -26.279730 -0.57 -0.53 -0.64
H -12.097590 -8.485410 -22.218310 0.64 0.05 -0.13
H -12.705390 -10.092340 -22.485170 -0.33 0.13 -0.22
H -12.968470 -8.752070 -23.718990 -0.64 -0.19 0.32
H -9.562780 -10.001110 -26.462650 -0.22 0.04 0.35
H -10.907690 -9.018640 -27.092770 0.20 0.07 0.21
H -11.274270 -10.512590 -26.256260 0.22 -0.05 0.12
P -7.185760 -1.645620 -28.519540 1.05 1.51 -0.63
F -5.707270 -2.190170 -28.836990 0.48 -0.69 -1.00
F -7.739740 -3.162410 -28.539020 -0.75 -0.75 0.69
F -6.700650 -1.696570 -27.004460 -1.21 -1.06 1.96
F -8.673180 -1.056240 -28.066930 0.03 -1.31 -0.12
F -6.695280 -0.173910 -28.542140 0.77 2.20 -0.31
F -7.503580 -1.517410 -30.080830 -0.77 -0.52 -0.32
N -8.870920 -6.445120 -28.184580 -0.19 -0.79 2.66
O -9.178140 -7.183680 -27.239090 0.15 0.63 -1.32
O -9.506720 -5.490700 -28.580450 -2.02 1.30 -0.40
O -7.835190 -6.449150 -28.796800 2.10 -0.98 -0.97
```
Forces are in eV/Å.